Formula: C6H10N2O2S
Source: OMol25
Level of theory: wB97M-V/def2-TZVPD

Computed properties:
Highest occupied orbital energy in Ha: -0.351
Relative energy (zero: lowest compared OMol25 entry of this formula, charge and spin) in kcal per mole: 100.9
SMILES: C[C@@]12CCS(=O)(=O)[C@@H]1CN=N2
Kohn-Sham gap in eV: 10.26
F_max in hartree/bohr: 0.0899

Last column: natural (NBO) charge in e.
CARTESIAN COORDINATES (ANGSTROEM)
C: -0.22795 1.02925 -1.01957  -0.41
C: -0.01821 -2.18883 0.32136  -0.25
C: 1.13858 0.48976 -1.47935  -0.63
C: 0.31823 -0.44651 0.90945  -0.52
C: -0.82070 0.18561 0.13321  -0.01
C: -1.56714 1.04269 1.09264  -0.60
N: -1.22974 -1.95196 -0.36648  -0.11
N: -1.63791 -0.83198 -0.45039  -0.09
O: 2.14722 1.44933 0.84785  -0.94
O: 2.87652 -0.79346 0.02487  -0.94
S: 1.84998 0.20731 0.20967  2.16
H: -0.09628 2.02027 -0.78438  0.22
H: -0.88641 1.01490 -1.92550  0.24
H: 0.69660 -2.48327 -0.42868  0.23
H: -0.06630 -2.92929 1.10880  0.23
H: 1.09404 -0.56664 -1.79438  0.22
H: 1.65625 1.06960 -2.24512  0.26
H: 0.18581 -0.36837 1.98666  0.26
H: -2.01331 0.52920 1.85879  0.22
H: -2.38601 1.67694 0.62724  0.22
H: -1.01328 1.84544 1.37331  0.23

Cartesian forces (eV/Å) of the 6 atoms listed first:
C -0.621 -2.146 -2.921
C 1.317 3.515 0.994
C -0.946 -1.269 1.988
C -0.148 -3.545 -1.698
C 1.877 1.666 0.642
C -2.945 1.370 -3.287

---

Formula: C2H4BrNS
Source: OMol25
Level of theory: wB97M-V/def2-TZVPD

Computed properties:
Highest occupied orbital energy in Ha: -0.365
Relative energy (zero: lowest compared OMol25 entry of this formula, charge and spin) in kcal per mole: 9.5
SMILES: CSC#N.Br
Kohn-Sham gap in eV: 10.23
F_max in hartree/bohr: 0.0464

Last column: natural (NBO) charge in e.
CARTESIAN COORDINATES (ANGSTROEM)
C: -0.57124 0.24021 0.26810  0.05
C: 2.07146 0.17832 -0.14415  -0.76
N: -1.47254 -0.36522 0.62273  -0.35
S: 0.67721 1.33441 0.03264  0.32
Br: -4.45700 -0.13850 -0.06581  -0.21
H: 2.93180 0.56224 0.55446  0.25
H: 2.38592 0.15022 -1.18559  0.23
H: 1.85065 -0.95135 0.02854  0.26
H: -3.41626 -1.01033 -0.11092  0.21

Cartesian forces (eV/Å) of the 6 atoms listed first:
C 0.650 0.839 0.302
C 1.506 -1.432 0.898
N -0.629 -1.066 0.101
S 0.376 -0.235 -0.217
Br -1.844 1.169 -0.085
H -1.667 -0.933 -1.430

---

Formula: C53H40BrMgN5O5
Source: OMol25
Level of theory: wB97M-V/def2-TZVPD

Computed properties:
Highest occupied orbital energy (spin up / spin down) in Ha: -0.247 / -0.247
Relative energy (zero: lowest compared OMol25 entry of this formula, charge and spin) in kcal per mole: 68.2
Kohn-Sham gap (spin up / spin down) in eV: 5.62 / 5.63
F_max in hartree/bohr: 0.0868

Last column: Löwdin charge in e.
CARTESIAN COORDINATES (ANGSTROEM)
Mg: -0.28721 0.53966 1.20856  0.75
C: 0.15136 -9.08796 2.50888  -0.10
O: -0.27023 -8.29361 1.41572  -0.10
C: -0.29580 -6.92246 1.68052  -0.28
C: 0.23916 -6.06691 0.74752  0.01
C: 0.14630 -4.70265 0.92447  -0.01
C: -0.51031 -4.13522 2.02059  -0.21
C: -1.04773 -5.02026 2.95641  -0.03
C: -1.01225 -6.40438 2.75369  -0.01
C: -0.55101 -2.62284 2.15486  -0.06
C: -1.79254 -2.03098 1.67051  -0.22
C: -3.02728 -2.73618 1.33793  0.02
C: -3.93370 -1.71995 0.91607  0.01
C: -3.22151 -0.48514 1.02551  -0.24
N: -1.90964 -0.69871 1.47875  0.06
C: -3.65223 0.74573 0.51618  -0.06
C: -2.75983 1.74748 0.10077  -0.22
C: -3.10402 3.02382 -0.37995  0.00
C: -1.94774 3.54460 -0.96101  -0.01
C: -0.92993 2.56192 -0.86047  -0.27
C: 0.49977 2.60092 -1.22104  -0.03
C: 0.94552 2.64118 -2.65284  -0.25
C: -0.26744 2.18156 -3.52639  -0.19
C: 0.37810 1.85073 -5.95398  -0.01
C: 1.60584 1.33819 -6.04661  -0.28
O: 1.98721 0.41215 -6.97591  -0.08
C: 0.92320 -0.17970 -7.68714  -0.08
C: 2.82747 1.60030 -5.27999  0.02
C: 2.93489 1.61462 -3.94563  -0.02
C: 1.44529 2.54056 -0.25006  -0.22
N: 1.19945 1.90173 1.02097  0.07
C: 2.42206 1.84287 1.60297  -0.23
C: 2.82958 0.87908 2.50861  -0.09
C: 4.11936 1.00636 3.30816  -0.21
C: 4.06585 1.87676 4.42578  -0.02
C: 5.14688 2.05347 5.29914  0.03
C: 6.35557 1.30133 5.03884  -0.28
O: 7.35602 1.61339 5.91360  -0.08
C: 8.64859 1.28449 5.48394  -0.11
C: 6.47487 0.54306 3.89595  -0.03
C: 5.34974 0.37950 3.04503  -0.03
C: 2.08909 -0.31940 2.80884  -0.16
C: 2.68613 -1.56597 3.32140  0.02
C: 1.82172 -2.58728 3.00322  0.04
C: 0.59613 -1.96120 2.42007  -0.23
N: 0.83642 -0.59381 2.29180  0.03
C: 3.35596 2.62246 0.79780  0.00
C: 2.81642 2.90242 -0.35663  -0.03
N: -1.39474 1.53550 -0.18558  0.06
C: -5.09224 0.94835 0.40364  -0.23
C: -5.90371 0.79687 1.52571  -0.02
C: -7.27699 0.97143 1.47786  0.02
C: -7.84164 1.26449 0.22573  -0.33
O: -9.16075 1.46923 0.27428  -0.09
C: -10.02049 1.28990 -0.87708  -0.04
C: -7.10585 1.32334 -0.91669  0.01
C: -5.68034 1.15578 -0.80377  0.00
H: -0.53948 -9.95463 2.57962  0.10
H: 0.10139 -8.63415 3.49565  0.07
H: 1.20360 -9.39105 2.33622  0.10
H: 0.66925 -6.47835 -0.11280  0.11
H: 0.50159 -4.03062 0.19301  0.11
H: -1.50721 -4.58418 3.84909  0.13
H: -1.57065 -6.97885 3.50001  0.12
H: -3.21685 -3.81917 1.26285  0.11
H: -4.91308 -1.87690 0.49630  0.11
H: -4.09036 3.44062 -0.41514  0.11
H: -1.86102 4.52161 -1.43396  0.11
H: -1.20193 2.50062 -3.09452  0.12
H: -0.38388 1.51402 -6.63322  0.10
H: 1.38992 -1.01932 -8.23085  0.11
H: 0.45852 0.48163 -8.39631  0.09
H: 0.23206 -0.54527 -6.99935  0.07
H: 3.74180 1.64751 -5.87624  0.13
H: 3.85954 1.76731 -3.41861  0.11
H: 3.12909 2.41236 4.54372  0.12
H: 5.13965 2.59459 6.21098  0.10
H: 9.32703 1.79782 6.12566  0.08
H: 8.89434 1.51914 4.44375  0.10
H: 8.90436 0.26022 5.65772  0.08
H: 7.42720 0.01587 3.69853  0.11
H: 5.49994 -0.18462 2.11158  0.12
H: 3.62343 -1.76749 3.83372  0.11
H: 1.84673 -3.65857 3.06140  0.11
H: 4.45065 2.77440 1.05914  0.15
H: 3.30660 3.44539 -1.17014  0.13
H: -5.47851 0.55705 2.51892  0.13
H: -7.82093 0.97293 2.47152  0.14
H: -10.97597 1.32183 -0.44501  0.07
H: -9.74784 0.37450 -1.42734  0.10
H: -9.87753 2.13335 -1.58658  0.10
H: -7.57216 1.42875 -1.87328  0.10
H: -5.05415 1.22946 -1.70118  0.13
O: 1.16906 4.91165 -5.54788  0.07
C: 0.93396 4.00120 -4.54396  -0.27
C: 1.38796 3.96117 -3.28494  0.05
C: 1.90360 1.37576 -2.90407  -0.21
N: 1.00354 0.22504 -3.26770  0.14
C: -0.12353 0.70600 -3.49036  -0.73
Br: -1.69117 -0.33274 -3.91041  0.73
C: -0.02681 2.87922 -4.94032  -0.12
H: 1.84507 5.54320 -5.26859  0.11
H: 1.95521 4.74210 -2.77968  0.12
H: 2.35817 1.01879 -2.00700  0.12
H: -0.86698 3.41016 -5.31944  0.14

Cartesian forces (eV/Å) of the 6 atoms listed first:
Mg -0.836 0.466 -0.463
C 0.026 -1.245 0.061
O 0.084 1.240 0.535
C -1.073 -0.993 0.116
C -0.256 0.462 0.718
C -0.819 0.196 0.641

---

Formula: C49H60BBaBrF2N7O3
Source: OMol25
Level of theory: wB97M-V/def2-TZVPD

Computed properties:
Highest occupied orbital energy in Ha: -0.114
Relative energy (zero: lowest compared OMol25 entry of this formula, charge and spin) in kcal per mole: 24.2
Total charge: -1
Kohn-Sham gap in eV: 5.31
F_max in hartree/bohr: 0.0416

Last column: Löwdin charge in e.
CARTESIAN COORDINATES (ANGSTROEM)
Ba: 1.62745 -0.22541 0.06837  1.77
C: 4.64704 -2.98913 0.79088  -0.19
C: 5.73245 -2.71060 -0.23689  -0.11
C: 5.21680 -2.18710 -1.55541  -0.28
C: 5.92797 -1.23722 -2.27919  -0.03
C: 5.47166 -0.87431 -3.53353  -0.08
C: 4.31345 -1.45839 -4.01703  -0.07
C: 3.65395 -2.37016 -3.20884  -0.14
N: 4.09732 -2.74226 -2.01382  0.12
N: 4.14105 -1.84003 1.54079  -0.16
C: 5.15504 -1.15545 2.32225  -0.13
C: 5.82626 -0.02836 1.56985  -0.28
C: 7.20694 0.13822 1.59357  -0.05
C: 7.76090 1.22312 0.93130  -0.08
C: 6.91566 2.10277 0.27759  -0.06
C: 5.54860 1.85779 0.31640  -0.14
N: 5.01309 0.81959 0.94560  0.15
C: 3.03472 -2.34345 2.34188  -0.18
C: 2.32282 -1.34320 3.20996  -0.29
C: 1.81867 -1.73932 4.44647  -0.02
C: 1.03677 -0.85705 5.16938  -0.07
C: 0.78924 0.40048 4.64709  -0.05
C: 1.34915 0.72380 3.42127  -0.12
N: 2.10134 -0.12143 2.72441  -0.01
H: 5.01350 -3.75195 1.50481  0.12
H: 3.80097 -3.42562 0.25763  0.11
H: 6.22517 -3.66697 -0.44690  0.12
H: 6.50689 -2.04935 0.15108  0.09
H: 6.80867 -0.77866 -1.84669  0.11
H: 5.98828 -0.11697 -4.10822  0.11
H: 3.89624 -1.17896 -4.97436  0.10
H: 2.71739 -2.81455 -3.52664  0.10
H: 5.91132 -1.85350 2.72075  0.13
H: 4.66468 -0.69103 3.18096  0.12
H: 7.82960 -0.57943 2.11437  0.11
H: 8.83358 1.37517 0.92585  0.10
H: 7.29536 2.96068 -0.25997  0.10
H: 4.85341 2.51035 -0.19408  0.07
H: 3.34184 -3.19548 2.97454  0.13
H: 2.28107 -2.68552 1.61993  0.08
H: 2.02667 -2.73485 4.81668  0.11
H: 0.62163 -1.15083 6.12579  0.10
H: 0.17446 1.12081 5.16895  0.10
H: 1.18249 1.69320 2.96568  0.08
C: -1.62733 6.95626 3.12583  -0.06
C: -1.96713 6.67695 1.65453  -0.56
C: -3.48881 6.72685 1.50398  -0.08
C: -1.36776 7.78881 0.78125  -0.06
C: -1.38853 5.32542 1.23908  -0.19
C: -0.01371 5.10880 1.31529  -0.11
C: 0.51209 3.88817 0.96587  -0.56
Br: 2.39241 3.61229 1.08959  0.80
C: -0.26421 2.78165 0.52468  -0.42
O: 0.30537 1.65022 0.30150  -0.51
C: -1.65680 3.03261 0.37947  -0.09
C: -2.16164 4.27386 0.76557  -0.01
C: -2.66249 2.00180 -0.16547  -0.52
C: -3.51985 2.65636 -1.26414  -0.05
C: -2.04425 0.75024 -0.80001  -0.06
C: -3.57890 1.54333 0.97926  -0.04
H: -2.01816 7.93036 3.43388  0.08
H: -0.54967 6.95665 3.28976  0.07
H: -2.06169 6.18979 3.77008  0.09
H: -3.85672 7.70588 1.81974  0.08
H: -3.97704 5.97000 2.12047  0.08
H: -3.79359 6.57233 0.46750  0.08
H: -1.76314 8.76550 1.07513  0.08
H: -1.60749 7.61968 -0.26971  0.09
H: -0.28204 7.82219 0.87220  0.07
H: 0.65739 5.88914 1.65238  0.09
H: -3.22987 4.42082 0.68785  0.08
H: -2.88460 3.01158 -2.07706  0.09
H: -4.10229 3.50085 -0.89687  0.07
H: -4.22072 1.92317 -1.67301  0.08
H: -1.33526 1.00158 -1.58866  0.09
H: -2.85383 0.15567 -1.23941  0.07
H: -1.52946 0.12967 -0.07187  0.06
H: -4.12099 2.38219 1.41965  0.08
H: -2.99075 1.06915 1.76713  0.09
H: -4.31040 0.81506 0.61542  0.07
F: 4.18655 1.50136 -2.33450  -0.02
B: 2.85344 1.14725 -2.15814  -0.71
F: 2.19894 1.85681 -3.15510  -0.01
C: 0.23402 -4.55321 0.73760  -0.06
C: -0.19560 -3.14093 1.15239  -0.62
C: -1.68431 -2.93039 0.85257  -0.06
O: 0.58408 -2.17737 0.55258  -0.65
H: -0.30352 -5.32280 1.30237  0.07
H: 1.30381 -4.68550 0.91229  0.06
H: 0.04355 -4.70993 -0.32534  0.06
H: -0.08831 -3.07982 2.26298  0.12
H: -1.86858 -3.04781 -0.21800  0.04
H: -1.98679 -1.92241 1.14006  0.07
H: -2.31403 -3.64964 1.38671  0.08
C: -8.51831 -2.09074 -0.54860  -0.06
C: -7.23422 -2.79076 -0.89206  -0.29
C: -6.01003 -2.14199 -0.79491  -0.03
C: -4.81901 -2.78954 -1.08315  -0.02
C: -4.83363 -4.11500 -1.51526  -0.25
N: -3.64714 -4.81039 -1.80916  0.13
C: -2.50266 -4.34445 -2.43918  -0.55
O: -1.46180 -4.96174 -2.38131  0.08
N: -2.67662 -3.17704 -3.14008  0.13
C: -1.66015 -2.27222 -3.49532  -0.21
C: -1.80011 -1.51639 -4.65078  -0.02
C: -0.85020 -0.55098 -4.93784  -0.06
C: 0.19235 -0.35273 -4.04418  -0.13
N: 0.31636 -1.06973 -2.93090  0.08
C: -0.56204 -2.02625 -2.67136  -0.07
C: -6.05674 -4.77572 -1.61718  -0.03
C: -7.23369 -4.12231 -1.29799  -0.06
H: -8.36720 -1.01555 -0.46146  0.07
H: -8.91967 -2.44810 0.40203  0.08
H: -9.27876 -2.26456 -1.31123  0.08
H: -5.97585 -1.11055 -0.46481  0.11
H: -3.87697 -2.27414 -0.95152  0.10
H: -3.57230 -5.77325 -1.52670  0.15
H: -3.61993 -2.90044 -3.35613  0.14
H: -2.64373 -1.68454 -5.31129  0.11
H: -0.93159 0.05881 -5.82733  0.10
H: 0.92509 0.43255 -4.18019  0.09
H: -0.41237 -2.57211 -1.74658  0.09
H: -6.07838 -5.80431 -1.95567  0.11
H: -8.17365 -4.65578 -1.38174  0.11

Cartesian forces (eV/Å) of the 6 atoms listed first:
Ba 1.808 0.069 -1.143
C 0.037 -0.078 0.039
C 0.002 0.005 0.005
C 0.091 0.086 -0.015
C -0.044 -0.031 0.041
C -0.018 -0.001 -0.010

---

Question: relative energy (zero: lowest compared OMol25 entry of this formula, charge and spin) of number 2 (C2H4BrNS)?
Answer: 9.5 kcal per mole